[1]
7
Properties=species:S:1:pos:R:3 method="wB97M-V/def2-TZVPD" homo_lumo_gap_ev=11.0481 smiles="N#CC(=O)Cl.Cl"
Cl 3.05944 1.32363 0.12008
Cl -2.24245 0.79492 0.29234
O -0.78445 0.05573 -1.73583
N -0.51900 -2.25617 0.67742
C -0.99313 -1.45103 0.02582
C -1.26013 -0.22330 -0.70818
H 2.73971 1.75622 1.32835



[2]
7
Properties=species:S:1:pos:R:3 method="wB97M-V/def2-TZVPD" homo_lumo_gap_ev=11.0814
Cl 1.31474 -2.02882 -0.27273
Cl 3.50211 0.65652 -0.76756
O 3.05178 0.24740 1.67596
N 0.13762 0.35449 0.25549
C 2.52693 0.19239 0.61145
C 1.17975 -0.29358 0.24327
H -0.69693 -0.19060 0.03134



[3]
8
Properties=species:S:1:pos:R:3 method="wB97M-V/def2-TZVPD" homo_lumo_gap_ev=11.6774 smiles=ClC(Cl)Cl.N#CF
Cl 0.22112 -1.02219 -0.49683
Cl -2.46461 -0.79707 -1.73697
Cl -2.12085 -0.85932 1.11689
F 2.24958 0.01477 1.54543
N 2.52015 1.31427 -0.40433
C -1.39194 -0.27881 -0.34446
C 2.32258 0.71860 0.51167
H -1.33602 0.90975 -0.19140



[4]
8
Properties=species:S:1:pos:R:3 method="wB97M-V/def2-TZVPD" homo_lumo_gap_ev="6.8321 / 7.0620"
I 2.49792 1.92699 -2.16608
I 0.08221 0.41576 -2.11404
Cl 1.26652 -0.05465 1.59936
Cl -1.68042 1.44065 0.46485
Cl -1.39347 -1.44899 1.67786
C -0.09882 -0.76602 0.65219
C -0.77047 0.18405 -0.26268
H 0.09652 -1.69778 0.14853